Entry 1:
{
  "formula": "C6H12",
  "method": "wB97M-V/def2-TZVPD",
  "species": ["C", "C", "C", "C", "C", "C", "H", "H", "H", "H", "H", "H", "H", "H", "H", "H", "H", "H"],
  "xyz": [[-1.5598, 0.9967, 0.5265], [-0.6363, 0.0051, -0.1934], [-1.2258, -1.4147, -0.3017], [0.7488, -0.0306, 0.4293], [1.8998, -0.4294, -0.4465], [1.7588, 0.9976, 0.0120], [-1.1528, 2.0108, 0.4453], [-2.5577, 1.0040, 0.0720], [-1.6829, 0.7816, 1.5957], [-0.5003, 0.4083, -1.2104], [-0.9794, -1.8979, -1.2557], [-0.8273, -2.0634, 0.4854], [-2.3163, -1.4129, -0.2133], [0.7838, -0.3640, 1.4684], [2.7035, -1.0287, -0.0280], [1.6631, -0.6579, -1.4829], [1.4316, 1.7395, -0.7129], [2.4736, 1.3728, 0.7394]],
  "multiplicity": 1,
  "relative_energy_kcal_mol": 23.9,
  "smiles": "CC(C)C1CC1"
}

---

Entry 2:
{
  "formula": "C26H50ErP2Si",
  "method": "wB97M-V/def2-TZVPD",
  "species": ["Er", "C", "C", "C", "C", "C", "C", "H", "H", "H", "C", "H", "H", "H", "C", "H", "H", "H", "C", "H", "H", "H", "C", "H", "H", "H", "C", "C", "C", "C", "C", "C", "C", "C", "H", "H", "H", "H", "H", "H", "H", "H", "H", "H", "H", "H", "P", "C", "C", "P", "C", "C", "C", "H", "H", "H", "H", "H", "H", "H", "H", "H", "H", "H", "H", "H", "H", "C", "Si", "C", "C", "H", "H", "H", "H", "H", "H", "H", "H", "H"],
  "xyz": [[0.0843, -0.1187, 0.0129], [1.5030, 0.9715, -1.3583], [1.1422, 1.8890, -0.2822], [2.1506, -0.0169, 0.6970], [2.1190, -0.2142, -0.7622], [1.5547, 1.2902, 0.9834], [1.3316, 1.2180, -2.8104], [0.5163, 1.9197, -3.0036], [1.1365, 0.2946, -3.3659], [2.2543, 1.6607, -3.2072], [2.6106, -1.4162, -1.4662], [2.2589, -1.4514, -2.5008], [2.2897, -2.3414, -0.9702], [3.7069, -1.4019, -1.4767], [2.6797, -0.9897, 1.6751], [3.7632, -0.8488, 1.7722], [2.5031, -2.0218, 1.3522], [2.2314, -0.8650, 2.6664], [1.4454, 1.9148, 2.3237], [2.3888, 2.4251, 2.5565], [1.2603, 1.1765, 3.1113], [0.6477, 2.6614, 2.3519], [0.5868, 3.2566, -0.4557], [1.4132, 3.9796, -0.4834], [-0.0757, 3.5400, 0.3688], [0.0290, 3.3519, -1.3917], [-6.9673, 0.0414, -2.0626], [-6.5451, 1.2082, -2.5683], [-6.9538, 2.6102, -2.2273], [-7.6669, 2.8245, -0.8698], [-6.8411, 2.3896, 0.3056], [-6.7145, 1.1662, 0.8375], [-7.3659, -0.1264, 0.4445], [-7.9740, -0.2043, -0.9771], [-7.5908, 3.0178, -3.0302], [-8.6494, 2.3404, -0.8849], [-6.0421, 3.2314, -2.2382], [-8.8345, 0.4692, -1.0517], [-6.5096, -0.8690, -2.4769], [-5.8008, 1.1535, -3.3726], [-8.3771, -1.2267, -1.1003], [-6.6051, -0.9201, 0.5374], [-6.0551, 1.0765, 1.7094], [-8.1471, -0.3870, 1.1785], [-7.8641, 3.9085, -0.7759], [-6.2488, 3.1920, 0.7700], [-2.0180, -0.1308, -1.3955], [-2.1724, -1.4637, -2.5144], [-2.5721, 1.3425, -2.1531], [-1.9539, 0.2617, 1.4676], [-3.0624, -0.4327, 0.1267], [-2.4820, 1.8852, 1.8259], [-2.0521, -0.7244, 2.9068], [-1.6866, -2.3756, -2.1370], [-1.6863, -1.1747, -3.4571], [-3.2380, -1.6350, -2.6834], [-3.6532, 1.2541, -2.2900], [-2.0834, 1.4289, -3.1343], [-2.3409, 2.2491, -1.5762], [-3.1034, -0.7812, 3.1967], [-1.4709, -0.2347, 3.7012], [-1.6401, -1.7305, 2.7472], [-3.1542, -1.5151, 0.2765], [-4.0570, 0.0369, 0.0853], [-1.9544, 2.2251, 2.7288], [-3.5558, 1.8433, 2.0242], [-2.2780, 2.6039, 1.0200], [0.5923, -4.1996, -0.5544], [-0.2141, -2.9879, 0.6523], [-1.9810, -3.6891, 0.6542], [0.4358, -3.5489, 2.3502], [1.6824, -4.2182, -0.4468], [0.2367, -5.2077, -0.2944], [0.2917, -3.9642, -1.5847], [-1.8972, -4.7653, 0.8613], [-2.5936, -3.2468, 1.4424], [-2.4448, -3.5634, -0.3290], [0.1523, -4.6038, 2.4693], [1.5279, -3.5028, 2.4247], [0.0075, -2.9766, 3.1803]],
  "e_tot_ev": -81840.8151,
  "multiplicity": 4,
  "s2": 3.755,
  "charge": 1
}

---

Entry 3:
{
  "formula": "C52H75F24N5O16",
  "method": "wB97M-V/def2-TZVPD",
  "species": ["C", "C", "C", "C", "N", "H", "H", "H", "H", "H", "H", "H", "C", "C", "C", "C", "N", "H", "H", "H", "H", "H", "H", "H", "C", "C", "C", "C", "N", "H", "H", "H", "H", "H", "H", "H", "C", "C", "C", "C", "N", "H", "H", "H", "H", "H", "H", "H", "C", "C", "C", "C", "N", "H", "H", "H", "H", "H", "H", "H", "C", "C", "O", "C", "O", "C", "F", "F", "F", "H", "H", "H", "H", "H", "C", "C", "O", "C", "O", "C", "F", "F", "F", "H", "H", "H", "H", "H", "C", "C", "O", "C", "O", "C", "F", "F", "F", "H", "H", "H", "H", "H", "C", "C", "O", "C", "O", "C", "F", "F", "F", "H", "H", "H", "H", "H", "C", "C", "O", "C", "O", "C", "F", "F", "F", "H", "H", "H", "H", "H", "C", "C", "O", "C", "O", "C", "F", "F", "F", "H", "H", "H", "H", "H", "C", "C", "O", "C", "O", "C", "F", "F", "F", "H", "H", "H", "H", "H", "C", "C", "O", "C", "O", "C", "F", "F", "F", "H", "H", "H", "H", "H"],
  "xyz": [[16.3915, 9.0460, 19.7703], [15.5188, 10.0607, 19.0170], [16.3449, 10.9267, 18.0679], [17.3154, 11.7176, 18.8564], [18.0019, 12.4449, 19.4344], [16.9505, 8.3739, 19.1286], [15.7471, 8.4862, 20.4030], [17.0199, 9.5674, 20.4790], [14.9623, 10.7677, 19.6628], [14.6701, 9.5636, 18.4231], [15.7612, 11.5769, 17.4276], [17.0324, 10.2758, 17.4923], [24.6830, 13.3069, 15.0156], [23.4824, 12.5026, 15.6215], [23.0796, 13.0409, 17.0077], [24.2555, 13.1289, 17.9082], [25.1679, 13.0909, 18.6274], [25.0480, 12.7693, 14.1377], [25.4589, 13.3339, 15.7750], [24.2382, 14.2239, 14.7029], [23.7057, 11.4669, 15.7903], [22.5945, 12.5418, 15.0395], [22.2735, 12.4973, 17.5080], [22.8204, 14.0882, 16.9052], [16.3112, 17.9695, 9.8480], [16.8630, 16.5919, 9.8297], [18.3858, 16.4335, 9.7033], [19.0682, 16.9664, 10.8606], [19.5347, 17.3224, 11.8273], [15.9579, 18.1452, 8.8591], [17.0320, 18.7726, 10.1853], [15.4617, 18.0958, 10.5158], [16.3693, 16.0179, 9.0515], [16.5818, 16.0656, 10.7674], [18.7803, 16.9022, 8.7826], [18.6583, 15.3565, 9.6532], [16.1657, 10.0846, 10.9046], [17.4620, 9.8289, 11.7117], [17.1625, 9.8899, 13.2016], [16.2475, 8.9057, 13.7365], [15.6127, 7.9633, 14.0406], [15.4729, 9.2628, 11.0817], [16.2800, 10.1165, 9.8468], [15.6274, 10.9770, 11.1251], [18.2372, 10.5669, 11.4770], [17.8841, 8.8990, 11.3795], [16.8187, 10.9019, 13.4845], [18.0623, 9.7070, 13.7759], [25.4040, 17.6664, 11.3956], [24.4222, 17.6181, 12.5238], [23.0486, 17.0254, 12.0859], [23.0097, 15.5569, 11.9263], [22.8296, 14.4578, 11.7898], [25.4316, 18.6522, 10.8564], [25.2685, 16.9288, 10.6356], [26.4421, 17.5379, 11.7479], [24.2044, 18.5877, 12.7841], [24.7535, 17.0315, 13.3485], [22.8372, 17.4169, 11.1497], [22.3160, 17.2420, 12.8397], [22.9402, 19.3645, 16.4421], [21.7055, 18.6653, 16.9582], [21.9444, 18.0270, 18.2127], [22.6664, 16.9644, 18.2767], [23.0598, 16.2653, 17.3746], [23.1114, 16.7036, 19.7154], [22.2250, 17.1601, 20.6144], [23.2902, 15.3954, 19.9412], [24.3292, 17.3272, 19.9092], [23.4075, 18.7404, 15.7343], [23.5912, 19.7120, 17.2267], [22.6429, 20.2627, 15.9499], [21.2142, 18.0363, 16.2288], [20.8843, 19.3058, 17.1998], [21.0352, 15.0833, 14.5445], [20.1120, 15.0690, 15.7320], [18.7442, 15.2093, 15.3113], [18.0930, 14.1036, 15.2869], [18.4284, 13.0022, 15.6076], [16.6372, 14.2517, 14.7542], [16.2638, 15.3534, 14.0999], [16.3886, 13.2873, 13.8342], [15.8468, 14.0370, 15.7875], [20.8611, 15.9317, 13.8934], [20.9197, 14.1833, 13.9703], [22.0789, 15.1076, 14.8985], [20.0871, 15.9423, 16.3364], [20.1087, 14.2641, 16.3857], [22.9639, 12.5566, 6.6086], [22.9002, 13.4616, 7.8174], [21.9343, 12.8194, 8.7387], [20.6698, 13.2098, 8.6261], [20.1502, 14.0986, 8.0422], [19.8317, 12.3836, 9.6562], [18.5331, 12.5557, 9.4053], [20.0416, 11.0952, 9.6784], [20.0074, 12.8406, 10.9366], [22.1506, 12.5143, 5.9703], [23.2535, 11.5978, 7.0113], [23.8223, 12.7666, 5.9678], [22.6000, 14.5432, 7.5536], [23.7995, 13.3898, 8.4460], [10.9319, 19.8699, 13.5974], [12.3297, 19.3038, 13.6155], [12.5230, 18.5395, 14.8616], [13.6196, 17.8073, 15.0894], [14.5846, 17.7024, 14.3771], [13.4977, 17.2491, 16.5307], [14.5680, 16.5040, 16.8322], [13.4288, 18.1990, 17.4767], [12.4203, 16.4228, 16.5831], [10.2009, 19.0359, 13.9072], [10.9077, 20.1570, 12.5897], [10.8201, 20.7531, 14.2549], [13.1358, 20.0928, 13.5513], [12.4353, 18.5670, 12.8484], [17.3313, 18.7040, 15.8434], [18.4683, 18.4396, 14.8296], [18.5276, 19.4750, 13.7911], [19.6710, 20.0655, 13.4933], [20.7929, 19.7563, 13.7955], [19.4673, 21.3030, 12.5814], [20.3057, 21.3130, 11.5728], [18.2635, 21.3546, 11.9960], [19.5990, 22.4513, 13.2631], [16.3848, 18.6429, 15.2849], [17.3738, 19.6648, 16.4117], [17.2987, 17.7981, 16.4673], [18.3180, 17.4911, 14.3209], [19.4129, 18.3799, 15.3393], [25.8432, 8.4895, 19.2035], [24.3477, 8.3674, 19.3433], [23.6864, 8.0148, 18.1121], [22.8381, 8.8637, 17.6262], [22.3438, 9.8839, 18.0777], [22.4192, 8.3782, 16.2298], [22.7659, 7.1133, 16.0153], [21.1206, 8.4328, 16.1538], [22.9545, 9.1020, 15.2431], [26.0749, 9.3479, 18.5995], [26.4545, 7.6055, 18.8534], [26.0902, 8.8384, 20.2413], [23.8895, 9.2689, 19.6590], [24.0517, 7.5578, 20.0841], [21.3813, 11.5104, 21.3656], [21.8623, 12.9669, 21.1823], [20.8019, 13.7152, 20.5569], [19.8239, 14.1770, 21.3399], [19.6962, 14.1770, 22.5091], [18.9182, 15.1925, 20.4800], [19.1518, 15.2103, 19.1294], [17.6423, 14.9052, 20.7751], [19.2124, 16.4398, 20.9505], [22.2864, 10.9740, 21.7559], [21.0143, 11.1020, 20.4476], [20.6701, 11.4038, 22.1722], [22.6259, 13.0254, 20.4153], [22.0387, 13.4596, 22.1126], [13.4670, 11.8158, 13.7367], [12.4724, 12.6795, 14.4482], [12.2720, 13.9540, 13.7610], [11.3712, 13.8234, 12.8138], [10.6592, 12.9331, 12.4469], [11.2277, 15.2156, 12.0689], [12.2771, 15.5488, 11.3999], [10.1494, 15.3212, 11.2862], [11.1049, 16.1672, 13.0444], [14.1158, 12.4494, 13.1900], [12.9599, 11.1353, 13.1203], [14.1759, 11.1940, 14.3411], [13.0238, 12.9875, 15.3541], [11.4962, 12.2888, 14.4992]],
  "e_tot_ev": -160569.6025,
  "multiplicity": 1
}

---

Entry 4:
{
  "formula": "C19H25BN2",
  "method": "wB97M-V/def2-TZVPD",
  "species": ["C", "N", "C", "C", "C", "C", "C", "C", "C", "C", "C", "C", "C", "C", "N", "C", "C", "C", "C", "C", "C", "H", "H", "H", "H", "H", "H", "H", "H", "H", "H", "H", "H", "H", "H", "H", "H", "H", "H", "H", "H", "H", "H", "B", "H", "H", "H"],
  "xyz": [[5.7378, 0.8186, 2.2898], [5.1763, 0.1476, 1.1338], [6.0106, -0.5021, 0.1312], [4.9934, -1.0388, -0.9082], [3.6864, -0.5545, -0.4154], [3.8672, 0.1687, 0.7780], [2.7694, 0.8018, 1.3945], [1.5239, 0.7287, 0.7838], [1.2982, -0.1142, -0.3521], [0.0298, -0.4370, -0.9050], [-1.2436, -0.3456, -0.2783], [-2.4067, -0.6400, -1.0427], [-3.6589, -0.4904, -0.5032], [-3.8140, -0.0374, 0.8288], [-5.1401, 0.1091, 1.1191], [-5.6660, 0.7278, 2.3163], [-5.9949, -0.3315, 0.0278], [-5.0017, -0.8103, -1.0586], [-2.6952, 0.1955, 1.6372], [-1.4285, 0.0214, 1.0963], [2.4384, -0.6696, -0.9883], [4.9253, 1.1629, 2.9535], [6.3900, 0.1280, 2.8489], [6.3366, 1.6954, 1.9899], [6.7072, 0.2042, -0.3347], [6.6124, -1.3111, 0.5620], [5.2091, -0.7065, -1.9306], [4.9868, -2.1335, -0.9288], [2.9102, 1.3881, 2.2994], [0.7186, 1.3601, 1.1710], [0.0556, -1.0199, -1.8453], [-2.2921, -0.9325, -2.0907], [-4.8437, 1.0819, 2.9627], [-6.2991, 1.5898, 2.0416], [-6.2864, 0.0140, 2.8876], [-6.6662, -1.1423, 0.3327], [-6.6220, 0.4957, -0.3231], [-5.1684, -0.3364, -2.0274], [-5.1015, -1.8877, -1.2267], [-2.8022, 0.5476, 2.6626], [-0.5764, 0.0867, 1.7568], [2.3122, -1.2070, -1.9190], [-0.1455, 0.5946, -2.5114], [-0.2010, 0.6313, -3.8027], [0.9319, 0.6744, -4.2505], [-0.7618, -0.3669, -4.2550], [-0.8114, 1.6414, -4.1076]],
  "multiplicity": 1,
  "relative_energy_kcal_mol": 25.1
}